Formula: C33H78AsF6N4O4
Source: the Open Molecules 2025 dataset
Level of theory: the ωB97M-V functional and the def2-TZVPD basis

```
126
C33H78AsF6N4O4 the ωB97M-V functional and the def2-TZVPD basis
As -13.6716 6.2758 -25.0395
F -13.0831 7.0694 -26.5471
F -12.5396 4.9712 -25.2901
F -14.2358 5.5162 -23.5434
F -14.9716 7.5095 -24.8179
F -14.8818 5.2996 -26.0236
F -12.5261 7.2937 -24.0447
C -15.9636 9.0168 -32.0170
C -15.2820 8.4007 -30.7733
C -16.3828 8.1184 -29.7150
C -15.9331 7.0310 -28.7078
C -15.5131 5.7094 -29.3822
C -14.3544 5.9191 -30.4273
N -14.6720 7.0562 -31.3256
O -14.1386 7.0875 -32.5037
C -14.1442 4.5788 -31.2078
C -13.1359 6.2555 -29.5462
C -14.2936 9.4239 -30.2289
H -15.2459 9.1493 -32.8257
H -16.4167 9.9755 -31.7680
H -16.7675 8.4246 -32.4559
H -17.3044 7.7980 -30.2046
H -16.7251 9.0190 -29.2056
H -16.7516 6.7506 -28.0437
H -15.1861 7.4551 -28.0360
H -16.4295 5.2927 -29.8029
H -15.1647 5.0094 -28.6239
H -13.8833 3.7579 -30.5434
H -13.4716 4.7028 -32.0555
H -15.0972 4.3386 -31.6823
H -13.1603 7.1931 -28.9932
H -12.2860 6.4125 -30.2146
H -12.8157 5.4722 -28.8616
H -14.7649 10.4071 -30.2359
H -13.4239 9.5831 -30.8661
H -14.0987 9.2251 -29.1755
C -14.1996 -1.2187 -26.1838
C -13.2569 -0.6315 -25.1845
N -13.7134 0.6937 -24.4508
C -12.6013 1.0095 -23.4683
C -13.9040 1.8347 -25.4874
C -12.6649 2.1080 -26.2638
C -15.0269 0.3815 -23.6886
C -15.6763 1.6425 -23.1069
O -14.9064 2.2526 -22.1476
C -15.5055 3.3299 -21.4677
H -15.0905 -1.7055 -25.7878
H -13.6962 -1.9305 -26.8376
H -14.5825 -0.4598 -26.8684
H -12.3141 -0.3615 -25.6586
H -12.9477 -1.3660 -24.4405
H -12.6530 2.0271 -23.0905
H -11.6671 0.8043 -23.9908
H -12.5891 0.2018 -22.7376
H -14.1769 2.7699 -25.0007
H -14.6415 1.5779 -26.2473
H -12.6319 3.0378 -26.8313
H -12.3252 1.3275 -26.9452
H -11.8032 2.2996 -25.6210
H -14.8402 -0.3074 -22.8656
H -15.7419 -0.0707 -24.3742
H -16.6722 1.4837 -22.6822
H -15.8905 2.3866 -23.8814
H -16.2637 2.9430 -20.7846
H -15.9164 4.0849 -22.1422
H -14.7383 3.8726 -20.9172
C -17.3940 14.4360 -20.3052
C -16.4972 13.4011 -19.6335
N -15.4838 12.7045 -20.5842
C -16.2446 11.8642 -21.6143
C -14.5841 13.6874 -21.3543
C -13.7610 14.6006 -20.4479
C -14.6483 11.7219 -19.7166
C -13.3493 11.1065 -20.3040
O -13.5160 10.2827 -21.4535
C -14.2819 9.1269 -21.3035
H -16.8727 15.3900 -20.2268
H -18.3712 14.3583 -19.8311
H -17.6077 14.3944 -21.3741
H -17.0819 12.5618 -19.2528
H -16.1025 13.8057 -18.7020
H -15.4651 11.4929 -22.2787
H -16.8270 12.4713 -22.3076
H -16.8914 11.1741 -21.0779
H -15.3358 14.2757 -21.8801
H -14.0907 12.9414 -21.9753
H -13.2811 13.9529 -19.7119
H -14.3691 15.1904 -19.7609
H -13.0408 15.2324 -20.9627
H -15.3207 10.9709 -19.3016
H -14.3520 12.2660 -18.8192
H -12.7983 10.6362 -19.4877
H -12.6930 11.8926 -20.6773
H -13.8977 8.3910 -20.5924
H -14.2866 8.5487 -22.2281
H -15.3172 9.3008 -20.9990
C -18.0967 5.3657 -25.6281
C -19.3138 5.7729 -24.7039
N -19.1853 7.0510 -23.8399
C -17.9292 7.0520 -23.0100
C -19.0737 8.2540 -24.8230
C -19.0922 9.6515 -24.1568
C -20.4714 7.2544 -22.9286
C -20.9954 5.9099 -22.3679
O -20.0146 5.1287 -21.7146
C -19.8212 5.4041 -20.3438
H -17.1054 5.4829 -25.1924
H -18.2430 5.8754 -26.5797
H -18.1281 4.3041 -25.8749
H -19.4799 4.9858 -23.9704
H -20.2289 5.8717 -25.2862
H -16.9560 6.9870 -23.4953
H -18.0045 6.0684 -22.5424
H -18.0504 7.8092 -22.2390
H -19.7561 8.2290 -25.6726
H -18.1029 8.0582 -25.2800
H -18.2726 9.6813 -23.4365
H -20.0521 9.9496 -23.7390
H -18.7514 10.4562 -24.8091
H -21.2500 7.8076 -23.4507
H -20.0398 7.8434 -22.1204
H -21.3903 5.3349 -23.2049
H -21.8622 6.1872 -21.7647
H -20.6840 5.1615 -19.7244
H -19.5397 6.4499 -20.1932
H -18.9065 4.8829 -20.0631
```

Values from the calculation:
- charge = +3
- highest occupied orbital energy (eV) = -15.85
- energy relative to the best compared isomer or geometry (same formula, charge and spin) (kcal/mol) = 0.00
- HOMO-LUMO gap (eV) = 6.73
- E_LUMO (eV) = -9.123
- 2S+1 = 1

Formula: C33H78BrN5O4P
Source: the Open Molecules 2025 dataset
Level of theory: the ωB97M-V functional and the def2-TZVPD basis

```
122
C33H78BrN5O4P the ωB97M-V functional and the def2-TZVPD basis
C -0.5701 0.5088 0.0024
C -0.3249 1.8821 -0.9261
C 0.2561 1.2752 -2.3724
C -1.8011 2.5216 -1.1597
C -1.9862 4.1046 -0.8308
Br -2.4208 5.0696 -2.5755
P -3.5924 4.3396 0.2484
O -4.8717 4.5380 -0.6951
O -3.3893 5.8878 1.0954
O -3.7891 3.1088 1.4634
C -0.7833 4.8124 0.0193
C 0.6463 4.1749 -0.4666
C 1.1079 4.5983 -1.9813
C 1.7954 4.8541 0.5451
N 0.6695 2.7026 -0.1623
O 1.9188 2.2169 -0.4439
H 0.3850 -0.1770 -0.2016
H -1.5314 -0.0857 -0.3379
H -0.5462 0.7544 1.1488
H -0.7002 0.7684 -2.8777
H 1.0823 0.4539 -2.1755
H 0.6029 2.1072 -3.1157
H -2.1315 2.3510 -2.2923
H -2.5976 1.9003 -0.5234
H -3.0296 5.7268 2.0219
H -4.4209 2.4332 1.0291
H -0.8160 5.9878 -0.1679
H -0.9435 4.5946 1.1679
H 2.2041 4.1941 -2.1714
H 0.3892 4.2575 -2.8386
H 1.1941 5.7860 -1.9981
H 1.6788 4.2875 1.5894
H 1.4743 5.9797 0.6574
H 2.8623 4.6938 0.0900
C 4.4653 2.1965 1.8059
C 5.2120 0.8836 2.0254
N 4.7469 0.1334 3.1941
C 5.6548 -0.9490 3.5901
C 5.8564 -2.0950 2.6057
C 3.3223 -0.2029 3.2278
C 2.7533 -1.0001 2.0583
H 4.4824 2.8168 2.7082
H 4.9419 2.7651 1.0003
H 3.4233 2.0303 1.5161
H 6.2690 1.1403 2.1657
H 5.1554 0.2835 1.1093
H 5.3286 -1.3629 4.5531
H 6.6371 -0.5057 3.7982
H 4.9879 -2.7505 2.5607
H 6.7021 -2.7118 2.9295
H 6.0807 -1.7423 1.5962
H 2.7530 0.7318 3.3062
H 3.0925 -0.7335 4.1603
H 3.0631 -0.6026 1.0883
H 1.6592 -0.9627 2.0884
H 3.0358 -2.0531 2.1105
C 2.4042 -2.2542 7.2685
C 2.7521 -0.8095 7.6169
N 1.6119 0.1054 7.5279
C 1.9983 1.5207 7.5476
C 2.6630 2.0519 8.8121
C 0.4399 -0.2332 8.3376
C 0.6382 -0.3909 9.8419
H 1.9189 -2.3190 6.2890
H 3.3174 -2.8575 7.2297
H 1.7451 -2.7071 8.0154
H 3.5214 -0.4886 6.9042
H 3.2162 -0.7838 8.6101
H 1.1205 2.1402 7.3222
H 2.6827 1.6949 6.7075
H 1.9516 2.1663 9.6287
H 3.0824 3.0449 8.6162
H 3.4837 1.4147 9.1503
H 0.0197 -1.1712 7.9537
H -0.3527 0.5049 8.1626
H 1.5058 -1.0079 10.0892
H -0.2402 -0.8792 10.2771
H 0.7430 0.5747 10.3399
C -5.4505 1.6112 -2.0414
C -5.3258 0.9463 -3.4096
N -4.3265 -0.1236 -3.4521
C -3.9793 -0.5421 -4.8149
C -5.0788 -1.1761 -5.6587
C -4.4968 -1.2130 -2.4888
C -5.8182 -1.9752 -2.5056
H -4.4774 1.9625 -1.6823
H -6.1150 2.4791 -2.1091
H -5.8741 0.9329 -1.2947
H -5.0356 1.7316 -4.1179
H -6.3142 0.5910 -3.7250
H -3.1224 -1.2271 -4.7774
H -3.6059 0.3386 -5.3530
H -5.3072 -2.1903 -5.3344
H -4.7477 -1.2440 -6.7010
H -6.0011 -0.5902 -5.6495
H -4.3588 -0.8017 -1.4810
H -3.6748 -1.9314 -2.5981
H -6.6859 -1.3115 -2.5393
H -5.9055 -2.5753 -1.5937
H -5.8754 -2.6678 -3.3473
C 0.8007 -4.6040 -8.6930
C -0.4377 -4.5565 -7.8021
N -0.2700 -5.2587 -6.5279
C -1.5338 -5.4881 -5.8188
C -2.3073 -4.2637 -5.3439
C 0.8478 -4.8255 -5.6873
C 0.9020 -3.3563 -5.2804
H 1.1364 -5.6346 -8.8490
H 0.5696 -4.1755 -9.6740
H 1.6294 -4.0269 -8.2716
H -1.2507 -5.0310 -8.3648
H -0.7302 -3.5102 -7.6532
H -1.3543 -6.1482 -4.9603
H -2.1910 -6.0672 -6.4802
H -1.8341 -3.7914 -4.4843
H -3.3117 -4.5652 -5.0265
H -2.4276 -3.5158 -6.1314
H 1.7815 -5.0637 -6.2121
H 0.8867 -5.4433 -4.7813
H 0.7292 -2.6804 -6.1218
H 1.8941 -3.1248 -4.8784
H 0.1803 -3.1270 -4.4943
```

Values from the calculation:
- expectation value of S² = 0.754
- highest occupied orbital energy (spin up / spin down) (eV) = -8.01 / -8.01
- energy relative to the best compared isomer or geometry (same formula, charge and spin) (kcal/mol) = 136.76
- HOMO-LUMO gap (spin up / spin down) (eV) = 7.96 / 7.15
- E_LUMO (spin up / spin down) (eV) = -0.044 / -0.858
- 2S+1 = 2

Formula: C33H78CdF12N3O19S4
Source: the Open Molecules 2025 dataset
Level of theory: the ωB97M-V functional and the def2-TZVPD basis

```
150
C33H78CdF12N3O19S4 the ωB97M-V functional and the def2-TZVPD basis
Cd -13.7064 19.1337 4.4925
C -11.3239 23.2520 5.0964
C -10.7893 21.8316 5.2801
C -9.4353 21.8655 5.9790
C -9.4983 22.0645 7.4926
C -10.3975 20.9730 8.0606
C -11.8214 20.9196 7.4485
N -11.7532 20.9962 5.9971
O -12.9883 20.9088 5.3651
C -12.7104 22.0124 8.0921
C -12.3750 19.5610 7.8728
C -10.4969 21.2534 3.8885
H -10.5790 23.9298 4.6638
H -11.6656 23.7064 6.0295
H -12.1693 23.3250 4.4073
H -8.7546 22.6145 5.5646
H -8.9059 20.9185 5.8246
H -9.9910 23.0313 7.6697
H -8.5601 22.1873 8.0350
H -10.4992 21.2354 9.1207
H -9.9550 19.9776 8.0325
H -12.2516 22.9951 7.9705
H -12.8541 21.9117 9.1741
H -13.7214 21.9560 7.6859
H -13.4241 19.4944 7.5709
H -12.1858 19.4132 8.9344
H -11.9184 18.7583 7.2992
H -9.7512 21.8426 3.3529
H -11.3972 21.2270 3.2696
H -10.1785 20.2101 3.9357
C -10.1090 16.9533 5.4404
F -10.4530 16.3182 6.5446
F -9.7279 18.1723 5.7414
F -9.0828 16.3069 4.9196
S -11.5294 16.9789 4.1638
O -11.3346 18.1264 3.3063
O -11.4792 15.7379 3.4318
N -12.9874 17.3563 5.0770
S -13.5105 15.9452 5.5839
O -14.6886 15.6033 4.8223
O -12.5266 14.8919 5.7246
C -14.0554 16.1781 7.3713
F -13.0007 16.4222 8.1265
F -14.9229 17.1779 7.5214
F -14.6405 15.0603 7.7711
C -15.3432 21.8805 2.6672
F -16.2537 21.1554 3.2868
F -15.9351 22.7956 1.9004
F -14.5709 22.5279 3.5182
S -14.2752 20.7751 1.5448
O -15.0226 20.6692 0.3237
O -12.9920 21.4303 1.4673
N -14.1963 19.3576 2.5645
S -14.2095 18.1602 1.4661
O -13.4306 18.4444 0.2883
O -13.9765 16.8968 2.0999
C -16.0099 17.9976 0.8761
F -16.7690 18.9822 1.3599
F -16.0411 17.9272 -0.4564
F -16.5199 16.8320 1.3146
C -17.3653 25.2363 -0.3973
C -17.8137 25.8900 0.8983
O -19.2132 26.1357 0.8427
H -17.3792 25.9215 -1.2436
H -17.9203 24.3297 -0.6378
H -16.3351 24.8946 -0.2528
H -17.2577 26.8138 1.0949
H -17.5917 25.1801 1.7057
H -19.5399 26.1886 1.7450
C -14.7294 17.9571 -3.1336
C -15.0263 18.0272 -4.6336
O -14.0726 17.2013 -5.3170
H -13.7092 18.2944 -2.9507
H -14.8737 16.9994 -2.6420
H -15.3938 18.7112 -2.7062
H -14.8640 19.0700 -4.9142
H -16.0352 17.6508 -4.8137
H -14.2661 17.2640 -6.2580
C -17.0519 23.8422 6.3340
C -16.1130 22.6863 6.6306
O -16.8114 21.4744 6.2992
H -16.5262 24.7881 6.4737
H -17.9743 23.8253 6.9254
H -17.4919 23.8151 5.3334
H -15.8588 22.6824 7.6945
H -15.1883 22.7437 6.0591
H -17.5959 21.4298 6.8548
C -19.6965 19.4973 2.1789
C -19.9264 18.0247 2.4031
O -20.5053 17.9187 3.7169
H -19.3150 19.6970 1.1720
H -18.9812 19.9778 2.8441
H -20.6508 20.0262 2.1955
H -19.0121 17.4237 2.3674
H -20.6374 17.5876 1.6950
H -20.7029 16.9948 3.8993
C -16.1190 22.2825 -2.3502
C -17.2212 21.2531 -2.0975
O -18.0189 21.1811 -3.2714
H -15.4831 22.4255 -1.4809
H -16.5914 23.2034 -2.6859
H -15.5195 21.8783 -3.1705
H -17.7944 21.6293 -1.2368
H -16.9161 20.2480 -1.7948
H -18.8640 20.7700 -3.0780
C -17.5393 14.1464 3.5174
C -16.4262 13.5300 2.7153
O -16.9934 12.7755 1.6192
H -18.1086 14.8476 2.9005
H -17.1887 14.7469 4.3583
H -18.2224 13.3994 3.9246
H -15.8648 12.8011 3.3067
H -15.7090 14.2829 2.3831
H -16.2376 12.3345 1.2196
C -10.0985 19.8139 0.1755
C -9.8609 21.3087 0.1202
O -8.9176 21.5275 -0.9560
H -10.7179 19.5383 1.0306
H -9.1503 19.2978 0.3406
H -10.5330 19.4209 -0.7412
H -9.3868 21.7066 1.0233
H -10.7755 21.8918 -0.0150
H -8.6485 22.4493 -0.8887
C -17.8832 18.3080 5.9838
C -16.6641 18.1802 5.1142
O -15.6835 19.2036 5.3583
H -18.5178 17.4439 5.7821
H -18.4729 19.2141 5.8178
H -17.6843 18.3244 7.0599
H -16.9928 18.1279 4.0681
H -16.1936 17.2165 5.2933
H -16.2053 19.9605 5.7053
C -12.0901 24.5099 0.5562
C -13.3663 24.0575 -0.1297
O -13.6686 24.9777 -1.1940
H -11.2163 24.3353 -0.0770
H -11.9059 23.8315 1.3971
H -12.1216 25.5535 0.8602
H -14.2175 24.1260 0.5523
H -13.2593 23.0471 -0.5221
H -13.5281 24.5544 -2.0431
C -14.8868 25.9083 4.3225
C -14.4949 26.0158 2.8526
O -14.6231 27.3947 2.4764
H -14.8628 24.8338 4.5215
H -15.8712 26.3302 4.5084
H -14.1487 26.3590 4.9854
H -15.1889 25.4058 2.2652
H -13.4716 25.6849 2.6554
H -14.5688 27.4119 1.5133
```

Values from the calculation:
- charge = -1
- highest occupied orbital energy (eV) = -4.45
- HOMO-LUMO gap (eV) = 6.28
- E_LUMO (eV) = 1.833
- 2S+1 = 1

Number 1: E_tot -4658.12898 hartree. Number 2: E_tot -4794.02844 hartree. Number 3: E_tot -5856.75171 hartree.